The ion C4H7O2 with charge +1, computed with ωB97M-V/def2-TZVPD.

Calculated values
energy = -8347.9240 eV
HOMO level = -0.60954 Eh
charge = +1
energy above the lowest of the compared OMol25 structures with the same formula, charge and spin = 7.9 kcal per mole
Kohn-Sham gap = 0.42879 Ha

Geometry as XYZ:
```
13
Properties=species:S:1:pos:R:3:lowdin_charge:R:1
C 0.043 0.586 0.304 -0.36
C -0.869 -1.292 -0.291 -0.05
C 0.454 -1.128 -0.995 -0.06
C 0.472 1.615 1.191 0.08
O -1.128 0.069 0.140 0.14
O 0.958 0.104 -0.476 0.13
H -1.656 -1.780 -0.968 0.18
H -0.927 -1.877 0.721 0.18
H 1.277 -1.765 -0.850 0.14
H 0.289 -1.126 -2.079 0.16
H 0.264 2.739 0.903 0.18
H 1.602 1.571 1.343 0.15
H -0.201 1.514 2.055 0.13
```



A cluster of 2 separate species, C4H13N2O2 in total, computed with ωB97M-V/def2-TZVPD.

Calculated values
energy = -11424.1523 eV
HOMO level = -0.49138 Eh
charge = +1
energy above the lowest of the compared OMol25 structures with the same formula, charge and spin = 122.7 kcal per mole
Kohn-Sham gap = 0.39495 Ha

Geometry as XYZ:
```
21
Properties=species:S:1:pos:R:3:lowdin_charge:R:1
C -2.428 0.852 -1.101 -0.06
C -1.100 1.923 0.749 -0.03
C 2.047 -1.530 0.571 -0.24
C -1.414 0.530 0.009 -0.35
N 4.121 -2.691 0.663 0.09
N -0.150 0.071 -0.629 0.18
O 1.878 -1.561 1.886 0.05
O 3.022 -2.001 -0.071 -0.06
H -2.097 1.347 -1.977 0.07
H -2.873 -0.104 -1.437 0.10
H -3.195 1.527 -0.703 0.09
H -0.329 1.801 1.555 0.10
H -0.798 2.565 -0.008 0.05
H -2.091 2.285 1.089 0.10
H -1.871 -0.112 0.809 0.16
H 4.051 -3.588 0.128 0.12
H 5.051 -2.245 0.495 0.12
H -0.305 -0.471 -1.425 0.13
H 0.551 -0.548 -0.065 0.10
H 0.410 0.820 -0.925 0.14
H 2.461 -2.097 2.526 0.16
```



A structure of composition C23H33AlB2Br2CaCl2F4LiO13PSV, computed with ωB97M-V/def2-TZVPD.

Calculated values
energy = -299371.5547 eV
HOMO level = -0.38458 Eh
charge = +1
Kohn-Sham gap = 0.07028 Ha

Geometry as XYZ:
```
85
Properties=species:S:1:pos:R:3:lowdin_charge:R:1
C -4.690 -0.971 -0.755 -0.22
B -3.217 -0.401 -0.295 -0.63
O -2.506 -1.103 0.824 0.01
P -2.362 1.128 -1.116 0.86
C -2.266 0.294 -2.831 -0.38
C -0.808 -0.348 -3.215 -0.24
C -0.300 -1.559 -2.233 -0.28
C 0.943 -1.103 -1.212 -0.27
S 1.464 -2.470 -0.033 0.50
O 2.690 -1.891 0.775 -0.45
O 0.340 -2.682 1.027 -0.38
Cl 2.062 -4.205 -1.026 0.42
C -2.367 1.946 0.636 -0.33
C -2.583 3.572 0.608 -0.20
C -1.432 4.421 1.450 -0.26
C 0.072 3.952 0.991 -0.14
C 0.336 3.639 -0.597 0.01
C 1.814 3.114 -1.155 0.03
C 2.995 2.913 -0.002 0.00
C 2.725 3.265 1.598 0.02
C 1.241 3.796 2.158 -0.15
H -4.698 -1.424 -1.834 0.01
H -4.963 -1.856 -0.014 0.10
H -5.496 -0.124 -0.702 0.08
H -1.540 -0.834 0.853 0.09
H -3.137 2.252 -1.660 0.07
H -0.923 1.201 -1.119 0.02
H -3.124 -0.509 -3.034 0.05
H -2.470 1.155 -3.633 0.11
H -0.936 -0.832 -4.299 0.14
H 0.053 0.455 -3.341 0.11
H -1.152 -2.120 -1.653 -0.04
H 0.194 -2.378 -2.947 0.12
H 0.683 -0.165 -0.564 0.09
H 1.843 -0.832 -1.945 0.13
H -3.284 1.486 1.234 0.08
H -1.389 1.582 1.166 0.11
H -3.636 3.800 1.118 0.12
H -2.621 4.025 -0.474 0.11
H -1.658 4.254 2.598 0.08
H -1.554 5.571 1.244 0.12
H -0.550 3.776 -1.380 0.11
H 1.982 2.872 -2.293 0.12
H 4.035 2.532 -0.392 0.11
H 3.552 3.127 2.430 0.11
H 1.032 4.042 3.290 -0.09
Al 0.225 5.466 3.500 0.86
B -4.995 -3.080 3.051 -1.03
F -5.594 -2.075 2.187 -0.01
F -3.676 -3.427 2.547 0.05
F -4.875 -2.551 4.399 0.04
F -5.834 -4.266 3.068 0.05
Cl -3.065 -2.660 -1.915 0.33
O -3.599 5.753 2.688 -0.34
H -4.414 5.518 2.282 -0.12
Ca 1.893 7.655 4.340 1.38
C 2.130 -8.724 -5.203 0.20
C 2.440 -7.563 -5.805 -0.32
C 2.788 -6.447 -4.825 -0.28
O 3.172 -5.322 -5.158 0.12
C 2.654 -6.722 -3.370 0.16
C 2.331 -7.880 -2.768 -0.33
C 2.087 -9.025 -3.748 -0.27
O 1.851 -10.190 -3.413 0.15
O 2.216 -8.114 -1.525 0.13
O 2.477 -7.310 -7.048 0.14
H 1.879 -9.581 -5.819 0.16
H 2.854 -5.853 -2.754 0.06
C 4.295 10.927 3.514 -0.88
O 4.581 11.255 2.337 -0.02
O 5.215 11.365 4.361 0.08
O 3.328 10.286 3.983 -0.14
H 5.727 11.769 3.631 0.12
Br 6.881 -4.852 3.016 0.61
C 5.545 -3.437 2.899 -0.70
C 5.877 -2.460 1.795 -0.71
Br 7.305 -1.246 2.334 0.58
H 5.485 -2.972 3.887 0.05
H 4.603 -3.952 2.687 0.06
H 5.021 -1.814 1.581 0.02
H 6.202 -2.945 0.870 0.06
Li -5.156 -0.085 1.441 0.74
O -6.505 2.618 2.141 -0.66
V -8.084 2.732 2.902 1.19
O -9.663 2.846 3.663 -0.53
```



A cluster of 2 separate species, C4H6OS in total, computed with ωB97M-V/def2-TZVPD.

Calculated values
structure (SMILES) = CC#CC.O=S
energy = -17123.9596 eV
HOMO level (spin up / spin down) = -0.31527 / -0.31306 Eh
charge = 0
energy above the lowest of the compared OMol25 structures with the same formula, charge and spin = 96.2 kcal per mole
Kohn-Sham gap (spin up / spin down) = 0.27377 / 0.27211 Ha

Geometry as XYZ:
```
12
Properties=species:S:1:pos:R:3:lowdin_charge:R:1
C -0.096 0.565 0.372 -0.16
C 0.138 -0.568 -0.053 -0.16
C -0.302 1.919 0.819 -0.11
C 0.330 -1.937 -0.477 -0.12
O 3.200 -1.226 -0.096 -0.67
S 2.877 0.175 -0.478 0.76
H -1.185 2.306 0.250 0.10
H 0.552 2.466 0.616 0.04
H -0.568 1.841 1.946 0.12
H -0.578 -2.407 -0.689 0.06
H 0.760 -2.531 0.245 0.05
H 1.021 -1.955 -1.349 0.09
```



A structure of composition C11H15HgNP, computed with ωB97M-V/def2-TZVPD.

Calculated values
energy = -26598.5631 eV
HOMO level (spin up / spin down) = -0.01914 / -0.03555 Eh
charge = -1
energy above the lowest of the compared OMol25 structures with the same formula, charge and spin = 0.0 kcal per mole
Kohn-Sham gap (spin up / spin down) = 0.13659 / 0.15171 Ha

Geometry as XYZ:
```
29
Properties=species:S:1:pos:R:3:lowdin_charge:R:1
C 3.755 -1.682 0.477 -0.38
C 3.914 -0.273 0.763 -0.26
C 3.463 0.467 -0.399 -0.20
C 2.989 -0.448 -1.357 -0.25
C 3.129 -1.778 -0.850 -0.31
Hg 1.578 -1.359 1.064 0.66
P 0.124 -1.673 2.828 0.31
H 4.056 -2.519 1.110 0.07
H 4.350 0.150 1.672 0.07
H 3.541 1.546 -0.520 0.07
H 2.972 -2.715 -1.407 0.08
H 2.699 -0.202 -2.372 0.07
H -0.679 -0.507 3.136 -0.22
H 1.279 -1.892 3.686 -0.21
H -0.502 -2.876 2.316 -0.21
N -0.335 0.689 -0.245 0.03
C -1.708 1.003 -0.560 -0.33
C -2.319 0.618 -1.768 -0.04
C -3.695 0.900 -1.979 -0.11
C -4.446 1.595 -1.044 -0.14
C -3.830 2.005 0.120 -0.11
C -2.466 1.713 0.371 -0.05
H 0.153 0.310 -1.064 0.04
H -0.341 -0.056 0.472 -0.05
H -1.705 0.078 -2.502 0.10
H -4.150 0.538 -2.904 0.09
H -5.490 1.804 -1.228 0.09
H -4.380 2.555 0.891 0.10
H -1.954 2.011 1.291 0.10
```



A cluster of 2 separate species, C5H9NO in total, computed with ωB97M-V/def2-TZVPD.

Calculated values
energy = -8863.1964 eV
HOMO level = -0.34639 Eh
charge = 0
energy above the lowest of the compared OMol25 structures with the same formula, charge and spin = 138.7 kcal per mole
Kohn-Sham gap = 0.36182 Ha

Geometry as XYZ:
```
16
Properties=species:S:1:pos:R:3:lowdin_charge:R:1
C -2.077 -0.378 -0.196 -0.05
C -1.407 0.747 0.555 -0.32
N -0.557 0.484 1.716 0.07
C 0.059 0.977 0.490 -0.26
C 0.970 0.087 -0.298 -0.26
C 2.102 -0.625 0.375 0.05
O 1.031 -1.310 0.118 -0.01
H -2.430 -0.032 -1.173 0.08
H -2.946 -0.744 0.362 0.08
H -1.399 -1.222 -0.358 0.07
H -2.033 1.629 0.692 0.13
H -0.390 -0.518 1.804 0.09
H 0.434 1.999 0.555 0.14
H 1.006 0.206 -1.379 0.13
H 3.853 -0.601 -2.000 0.05
H 3.786 -0.701 -1.264 0.00
```



no.,strongest force on any atom (eV/A)
1,3.6
2,3.2
3,8.6
4,4.0
5,2.0
6,0.5